A molecular structure, C16H30GaNO14P at a distorted geometry, computed with ωB97M-V/def2-TZVPD.

XYZ file:
```
63
C16H30GaNO14P, DFT ωB97M-V/def2-TZVPD
C -6.88 1.00 0.29
C 4.81 0.01 0.22
H 4.48 0.42 -2.70
O -0.62 2.82 -0.93
Ga -3.85 3.80 -0.38
H -0.58 3.08 1.64
H -1.08 6.07 0.06
H 5.40 3.83 -2.26
C 1.99 -7.89 0.06
H 5.48 2.34 -1.29
H -9.40 3.63 0.38
C 4.81 3.07 -1.74
C -8.09 1.73 2.03
H -7.79 2.77 2.21
H -10.60 2.52 -0.22
H 1.56 -5.10 -1.11
C 2.50 -5.57 -0.81
H 2.98 -1.15 3.64
H -4.30 4.42 -1.81
H -9.54 0.62 0.88
H 4.11 -2.30 2.95
H 0.24 3.17 -1.16
O 5.17 -4.71 1.08
O 2.75 2.10 -1.66
O -6.94 0.98 1.65
H 1.84 -8.46 0.98
C 2.34 -6.45 0.39
H 2.94 -6.08 -1.67
H -10.56 2.89 1.51
C -8.99 1.57 0.84
O 4.02 3.67 -0.70
C 3.42 -1.75 0.26
C 3.76 2.45 -2.62
O 4.12 -0.83 -0.59
P -1.52 3.98 -0.09
H 2.81 -8.37 -0.48
C 3.24 -0.95 1.52
H 1.61 -6.04 1.10
O -8.04 1.48 -0.23
H 2.47 -2.05 -0.19
H 3.44 0.87 -4.03
H 4.04 -2.63 0.40
C -9.94 2.72 0.62
C 3.17 -1.78 2.77
O 3.64 -6.36 0.99
N -1.22 3.85 1.47
H 5.10 1.47 -3.99
H 2.37 -2.52 2.71
H -4.53 4.78 0.73
O -5.95 0.66 -0.34
O 2.10 3.02 0.29
O -1.03 5.50 -0.70
C 2.88 2.94 -0.60
O 5.64 0.78 -0.16
H 2.38 -0.28 1.45
H -8.53 1.33 2.95
H -4.33 2.31 -0.17
C 4.18 -5.17 0.62
O 3.43 -4.58 -0.35
C 4.23 1.24 -3.38
O 4.43 -0.13 1.51
H 3.33 3.19 -3.31
H 1.09 -7.94 -0.53
```

Properties
Energy above the lowest of the compared OMol25 structures with the same formula, charge and spin: 0.0 kJ/mol
Kohn-Sham gap: 5.34 eV
Spin multiplicity: 1
E_LUMO: 1.716 eV
Charge: -1
HOMO energy: -3.62 eV

Computed Löwdin charges, given in elementary charges: atom 1 (C): -0.577, atom 2 (C): -0.540, atom 3 (H): 0.070, atom 4 (O): -0.278, atom 5 (Ga): 0.131, atom 6 (H): -0.071, atom 7 (H): 0.018, atom 8 (H): 0.137, atom 9 (C): -0.023, atom 10 (H): 0.100, atom 11 (H): 0.094, atom 12 (C): -0.107, atom 13 (C): -0.110, atom 14 (H): 0.144, atom 15 (H): 0.081, atom 16 (H): 0.144, atom 17 (C): -0.087, atom 18 (H): 0.087, atom 19 (H): -0.175, atom 20 (H): 0.153, atom 21 (H): 0.090, atom 22 (H): -0.007, atom 23 (O): 0.171, atom 24 (O): 0.080, atom 25 (O): 0.060, atom 26 (H): 0.086, atom 27 (C): -0.332, atom 28 (H): 0.143, atom 29 (H): 0.084, atom 30 (C): -0.350, atom 31 (O): 0.077, atom 32 (C): -0.087, atom 33 (C): -0.323, atom 34 (O): 0.067, atom 35 (P): 0.394, atom 36 (H): 0.092, atom 37 (C): -0.310, atom 38 (H): 0.161, atom 39 (O): 0.078, atom 40 (H): 0.144, atom 41 (H): 0.086, atom 42 (H): 0.102, atom 43 (C): -0.030, atom 44 (C): -0.014, atom 45 (O): 0.091, atom 46 (N): -0.286, atom 47 (H): 0.089, atom 48 (H): 0.089, atom 49 (H): -0.166, atom 50 (O): 0.127, atom 51 (O): 0.164, atom 52 (O): -0.310, atom 53 (C): -0.559, atom 54 (O): 0.141, atom 55 (H): 0.167, atom 56 (H): 0.133, atom 57 (H): -0.142, atom 58 (C): -0.558, atom 59 (O): 0.029, atom 60 (C): -0.015, atom 61 (O): 0.106, atom 62 (H): 0.157, atom 63 (H): 0.092